The following is a DFT calculation (ωB97M-V/def2-TZVPD) of a gas-phase ion, CHN4 (charge -1) in a non-equilibrium geometry.

Each line ends with the Mulliken charge.
Geometry (Å):
C: -0.780 -0.099 0.226  0.072
N: 0.483 -0.215 0.837  -0.583
N: -0.964 -0.019 -0.994  -0.678
N: 1.375 0.063 -0.012  0.227
N: 1.313 0.397 -1.147  -0.398
H: -1.427 -0.127 1.090  0.360

Cartesian forces (eV/Å) of the 3 atoms listed first:
-0.4 -0.4 -1.2
1.6 -0.1 2.5
0.4 0.9 -0.1

Output
Relative energy (zero: lowest compared OMol25 entry of this formula, charge and spin), eV: 3.617
Calculated total energy, Eh: -257.6529
LUMO level (alpha / beta), eV: 5.16 / 5.16
Frontier orbital gap (alpha / beta), eV: 8.2 / 8.2
Net charge: -1

The following is a DFT calculation (ωB97M-V/def2-TZVPD) of 2 unconnected molecules or ions with the total composition CHN4 in a non-equilibrium geometry.

Each line ends with the Mulliken charge.
Geometry (Å):
C: 1.029 -0.415 -0.499  0.000
N: -1.966 0.259 -0.100  -0.642
N: 1.537 0.601 -0.171  -0.357
N: -1.135 0.313 0.677  0.364
N: -0.337 0.237 1.507  -0.648
H: 0.871 -0.995 -1.415  0.282

Cartesian forces (eV/Å) of the 3 atoms listed first:
2.6 3.4 -1.5
-2.5 0.3 -3.2
-0.8 -3.1 -0.9

Output
Relative energy (zero: lowest compared OMol25 entry of this formula, charge and spin), eV: 3.805
Calculated total energy, Eh: -257.6460
LUMO level, eV: 4.59
Frontier orbital gap, eV: 6.9
Net charge: -1

The following is a DFT calculation (ωB97M-V/def2-TZVPD) of a gas-phase ion, CHN4O3S2 (charge -1) in a non-equilibrium geometry.

Each line ends with the Mulliken charge.
Geometry (Å):
C: -0.641 1.438 0.156  0.587
N: -2.711 0.999 0.503  -0.281
N: -1.870 2.013 0.301  -0.393
N: -0.782 0.136 0.222  0.290
N: -2.088 -0.099 0.500  -0.547
O: 1.459 -0.802 0.052  -0.653
O: 3.765 -0.125 0.173  -0.548
O: 2.012 1.629 -0.410  -0.332
S: 0.675 2.497 -0.121  -0.030
S: 2.410 0.187 0.583  0.571
H: -0.177 -0.632 -0.168  0.335

Cartesian forces (eV/Å) of the 3 atoms listed first:
-1.6 1.3 -0.7
0.2 0.4 0.5
1.5 0.2 0.1

Output
Relative energy (zero: lowest compared OMol25 entry of this formula, charge and spin), eV: 0.000
Calculated total energy, Eh: -1279.8539
LUMO level, eV: 3.44
Frontier orbital gap, eV: 8.3
Net charge: -1

The following is a DFT calculation (ωB97M-V/def2-TZVPD) of a gas-phase ion, CHN6 (charge +1) in a non-equilibrium geometry.

Each line ends with the Mulliken charge.
Geometry (Å):
N: -0.144 -2.428 -1.414  -0.053
N: -0.279 1.911 -0.101  -0.035
N: -0.090 1.525 1.066  -0.074
N: 0.025 0.949 -1.047  -0.095
N: -0.018 -1.404 -0.892  0.565
C: 0.097 -0.126 -0.366  0.347
N: 0.176 0.155 1.020  0.062
H: 0.233 -0.582 1.733  0.284

Cartesian forces (eV/Å) of the 3 atoms listed first:
0.8 6.7 3.5
1.8 0.8 -1.7
-0.1 -2.7 1.6

Output
Relative energy (zero: lowest compared OMol25 entry of this formula, charge and spin), eV: 0.105
Calculated total energy, Eh: -366.7992
LUMO level, eV: -8.07
Frontier orbital gap, eV: 8.6
Net charge: +1

The following is a DFT calculation (ωB97M-V/def2-TZVPD) of 2 unconnected molecules or ions with the total composition CHNO in a non-equilibrium geometry.

Each line ends with the Mulliken charge.
Geometry (Å):
C: -1.126 -0.099 -0.174  0.128
N: 1.559 -0.594 -0.060  -0.241
O: -2.110 0.399 -0.022  -0.122
H: 1.677 0.294 0.256  0.235

Cartesian forces (eV/Å) of the 3 atoms listed first:
1.1 -0.5 -0.2
-0.3 -4.2 -1.5
-1.3 0.6 0.2

Output
Relative energy (zero: lowest compared OMol25 entry of this formula, charge and spin), eV: 4.969
Calculated total energy, Eh: -168.5235
LUMO level (alpha / beta), eV: -0.97 / -1.00
Frontier orbital gap (alpha / beta), eV: 10.0 / 10.0

The following is a DFT calculation (ωB97M-V/def2-TZVPD) of 2 unconnected molecules or ions with the total composition CHNO2PS in a non-equilibrium geometry.

Each line ends with the Mulliken charge.
Geometry (Å):
C: -1.114 -0.817 -0.306  0.319
N: -2.006 -1.058 -0.959  -0.343
O: -0.133 0.027 2.041  -0.518
O: 0.807 1.711 -1.296  -0.826
P: 0.264 -0.355 0.674  0.558
S: 1.673 -1.766 0.432  -0.425
H: 0.508 2.259 -0.586  0.235

Cartesian forces (eV/Å) of the 3 atoms listed first:
1.2 1.0 0.7
-2.0 -0.7 -1.3
-0.3 1.0 -0.5

Output
Relative energy (zero: lowest compared OMol25 entry of this formula, charge and spin), eV: 3.790
Calculated total energy, Eh: -983.5039
LUMO level (alpha / beta), eV: 2.05 / 2.04
Frontier orbital gap (alpha / beta), eV: 7.1 / 6.9
Net charge: -1

The following is a DFT calculation (ωB97M-V/def2-TZVPD) of 2 unconnected molecules or ions with the total composition CHNO2S in a non-equilibrium geometry.

Each line ends with the Mulliken charge.
Geometry (Å):
C: -1.503 0.614 0.301  0.555
N: -0.399 1.039 0.042  0.169
O: -2.541 0.190 0.597  -0.390
O: 0.851 1.032 -0.054  -0.433
S: 1.966 -0.961 -0.965  -0.081
H: 1.626 -1.913 0.080  0.180

Cartesian forces (eV/Å) of the 3 atoms listed first:
3.5 0.0 0.0
-3.3 -0.1 0.0
-1.4 0.0 -0.1

Output
Relative energy (zero: lowest compared OMol25 entry of this formula, charge and spin), eV: 4.550
Calculated total energy, Eh: -641.9234
LUMO level (alpha / beta), eV: -3.31 / -3.31
Frontier orbital gap (alpha / beta), eV: 6.5 / 6.4

The following is a DFT calculation (ωB97M-V/def2-TZVPD) of CHNO2S in the gas phase in a non-equilibrium geometry.

Each line ends with the Mulliken charge.
Geometry (Å):
C: -0.112 0.988 -1.177  -0.145
N: 1.125 -0.002 -1.605  0.884
O: 2.167 0.557 -1.288  -0.478
O: 0.789 -1.063 -1.984  -0.506
S: 0.013 2.070 -0.015  -0.114
H: -0.934 0.856 -1.784  0.358

Cartesian forces (eV/Å) of the 3 atoms listed first:
2.3 0.5 1.2
-1.4 5.2 3.2
0.1 -2.3 -1.3

Output
Relative energy (zero: lowest compared OMol25 entry of this formula, charge and spin), eV: 3.231
Calculated total energy, Eh: -641.9718
LUMO level, eV: -1.50
Frontier orbital gap, eV: 8.4

The following is a DFT calculation (ωB97M-V/def2-TZVPD) of 2 unconnected molecules or ions with the total composition CHNO2S in a non-equilibrium geometry.

Each line ends with the Mulliken charge.
Geometry (Å):
C: -1.020 -0.873 -1.332  -0.167
N: 0.548 1.266 1.365  0.639
O: -0.542 0.883 0.892  -0.405
O: 1.579 0.884 1.005  -0.372
S: 0.076 -2.026 -1.551  -0.023
H: -0.641 -0.134 -0.379  0.327

Cartesian forces (eV/Å) of the 3 atoms listed first:
3.2 -0.9 1.5
-2.7 -0.6 -0.7
0.3 0.7 0.8

Output
Relative energy (zero: lowest compared OMol25 entry of this formula, charge and spin), eV: 5.733
Calculated total energy, Eh: -641.8799
LUMO level (alpha / beta), eV: -1.52 / -2.93
Frontier orbital gap (alpha / beta), eV: 9.4 / 5.6

The following is a DFT calculation (ωB97M-V/def2-TZVPD) of 2 unconnected molecules or ions with the total composition CHNO3 in a non-equilibrium geometry.

Each line ends with the Mulliken charge.
Geometry (Å):
C: 1.198 0.685 0.058  0.784
N: -1.055 -0.366 0.225  -0.046
O: 1.131 1.801 0.408  -0.401
O: 1.221 -0.389 -0.280  -0.348
O: -1.404 -0.190 -0.923  -0.205
H: -1.092 -1.540 0.512  0.215

Cartesian forces (eV/Å) of the 3 atoms listed first:
-0.2 5.0 1.6
-1.6 -2.2 -1.4
0.3 -1.2 -0.4

Output
Relative energy (zero: lowest compared OMol25 entry of this formula, charge and spin), eV: 0.585
Calculated total energy, Eh: -319.0980
LUMO level, eV: -0.50
Frontier orbital gap, eV: 9.3

The following is a DFT calculation (ωB97M-V/def2-TZVPD) of 2 unconnected molecules or ions with the total composition CHNO3 in a non-equilibrium geometry.

Each line ends with the Mulliken charge.
Geometry (Å):
C: 2.076 -2.166 1.577  0.623
N: -0.413 -0.770 0.261  0.008
O: 2.219 -3.050 0.905  -0.308
O: 1.825 -1.282 2.238  -0.316
O: -0.046 0.008 1.097  -0.194
H: 0.425 -1.303 -0.216  0.187

Cartesian forces (eV/Å) of the 3 atoms listed first:
-0.7 1.3 1.1
0.2 0.1 0.1
1.1 -4.0 -3.0

Output
Relative energy (zero: lowest compared OMol25 entry of this formula, charge and spin), eV: 0.380
Calculated total energy, Eh: -319.1055
LUMO level, eV: -0.42
Frontier orbital gap, eV: 9.2

The following is a DFT calculation (ωB97M-V/def2-TZVPD) of 2 unconnected molecules or ions with the total composition CHNO3 in a non-equilibrium geometry.

Each line ends with the Mulliken charge.
Geometry (Å):
C: 2.669 -0.250 -0.039  0.742
N: 0.621 1.626 -0.422  -0.120
O: 2.061 -1.243 -0.111  -0.409
O: 3.225 0.734 0.102  -0.326
O: -0.436 0.835 -0.080  -0.249
H: -0.442 0.105 -0.686  0.362

Cartesian forces (eV/Å) of the 3 atoms listed first:
-1.4 -1.8 0.3
-2.3 -1.5 0.6
0.3 0.3 -0.3

Output
Relative energy (zero: lowest compared OMol25 entry of this formula, charge and spin), eV: 1.630
Calculated total energy, Eh: -319.0596
LUMO level (alpha / beta), eV: -0.45 / -0.50
Frontier orbital gap (alpha / beta), eV: 9.5 / 9.5

The following is a DFT calculation (ωB97M-V/def2-TZVPD) of CHNO4 in the gas phase in a non-equilibrium geometry.

Each line ends with the Mulliken charge.
Geometry (Å):
C: -0.322 -0.212 0.099  0.028
N: 1.094 -0.315 -0.004  0.890
O: 1.582 -1.389 -0.234  -0.509
O: -2.074 1.183 -0.025  -0.418
O: 1.680 0.758 0.110  -0.477
O: -0.790 0.916 -0.242  0.114
H: -1.171 -0.940 0.296  0.372

Cartesian forces (eV/Å) of the 3 atoms listed first:
-3.5 -0.3 -0.2
0.8 1.5 -0.2
0.0 -0.7 0.1

Output
Relative energy (zero: lowest compared OMol25 entry of this formula, charge and spin), eV: 6.635
Calculated total energy, Eh: -394.1190
LUMO level (alpha / beta), eV: -2.37 / -2.39
Frontier orbital gap (alpha / beta), eV: 9.1 / 8.1

The following is a DFT calculation (ωB97M-V/def2-TZVPD) of CHNOP2S in the gas phase in a non-equilibrium geometry.

Each line ends with the Mulliken charge.
Geometry (Å):
C: 0.453 -0.791 0.664  -0.233
N: -1.901 0.694 -0.736  -0.195
O: 0.795 -1.588 -0.217  -0.434
P: 1.082 1.124 -0.010  0.029
P: 0.666 1.870 -1.757  0.102
S: -1.665 -0.215 0.385  0.262
H: 0.570 -1.095 1.672  0.468

Cartesian forces (eV/Å) of the 3 atoms listed first:
-0.9 -1.8 -3.7
-0.3 0.1 -0.4
-0.3 1.1 1.3

Output
Relative energy (zero: lowest compared OMol25 entry of this formula, charge and spin), eV: 2.233
Calculated total energy, Eh: -1249.4030
LUMO level (alpha / beta), eV: -1.74 / -1.74
Frontier orbital gap (alpha / beta), eV: 6.6 / 6.6

The following is a DFT calculation (ωB97M-V/def2-TZVPD) of 2 unconnected molecules or ions with the total composition CHNOS in a non-equilibrium geometry.

Each line ends with the Mulliken charge.
Geometry (Å):
C: 2.602 0.174 0.077  0.488
N: 1.416 0.080 0.064  -0.319
O: -0.583 0.945 -0.005  -0.374
S: 4.188 0.116 -0.007  -0.142
H: -0.887 0.034 0.004  0.347

Cartesian forces (eV/Å) of the 3 atoms listed first:
-2.5 0.0 -0.2
1.8 -0.4 0.2
-0.3 0.9 0.0

Output
Relative energy (zero: lowest compared OMol25 entry of this formula, charge and spin), eV: 2.784
Calculated total energy, Eh: -566.7281
LUMO level (alpha / beta), eV: -0.84 / -3.67
Frontier orbital gap (alpha / beta), eV: 9.6 / 6.6

The following is a DFT calculation (ωB97M-V/def2-TZVPD) of a molecular structure, CHNOS2 in a non-equilibrium geometry.

Each line ends with the Mulliken charge.
Geometry (Å):
C: 2.598 -0.666 -0.168  0.573
N: 1.601 1.851 0.090  -0.310
O: 2.139 -1.659 -0.491  -0.257
S: 3.536 0.646 -0.013  -0.259
S: 0.494 0.807 0.575  -0.059
H: 1.992 1.641 -0.862  0.312

Cartesian forces (eV/Å) of the 3 atoms listed first:
2.4 0.9 -1.2
-1.7 0.4 -0.4
-0.6 -0.4 0.6

Output
Relative energy (zero: lowest compared OMol25 entry of this formula, charge and spin), eV: 1.924
Calculated total energy, Eh: -964.9624
LUMO level (alpha / beta), eV: -1.75 / -1.75
Frontier orbital gap (alpha / beta), eV: 6.8 / 6.9

The following is a DFT calculation (ωB97M-V/def2-TZVPD) of a molecular structure, CHNOS3 in a non-equilibrium geometry.

Each line ends with the Mulliken charge.
Geometry (Å):
C: -1.202 0.143 -0.571  0.396
N: -4.781 -0.021 -0.323  -0.055
O: -0.334 0.196 -1.347  -0.307
S: -3.473 -0.321 -1.134  -0.001
S: -1.448 0.307 1.106  -0.077
S: -5.143 0.713 0.979  -0.100
H: -0.251 0.909 1.276  0.143

Cartesian forces (eV/Å) of the 3 atoms listed first:
-2.3 -0.4 -0.2
0.1 0.0 -0.3
-0.2 0.1 0.0

Output
Relative energy (zero: lowest compared OMol25 entry of this formula, charge and spin), eV: 0.659
Calculated total energy, Eh: -1363.1477
LUMO level, eV: -1.17
Frontier orbital gap, eV: 6.8

The following is a DFT calculation (ωB97M-V/def2-TZVPD) of CHNS4 in the gas phase in a non-equilibrium geometry.

Each line ends with the Mulliken charge.
Geometry (Å):
C: 0.909 0.280 -0.395  0.396
N: 0.318 1.297 -0.263  -0.182
S: -1.563 -1.237 -0.081  -0.376
S: -1.356 1.781 -0.222  0.056
S: -1.995 0.306 1.081  0.000
S: 2.265 -0.714 -0.054  -0.073
H: 1.421 -1.712 -0.066  0.180

Cartesian forces (eV/Å) of the 3 atoms listed first:
-0.7 -0.1 1.2
0.1 0.1 -0.8
0.7 -0.5 0.0

Output
Relative energy (zero: lowest compared OMol25 entry of this formula, charge and spin), eV: 1.862
Calculated total energy, Eh: -1686.1200
LUMO level (alpha / beta), eV: -1.12 / -1.12
Frontier orbital gap (alpha / beta), eV: 6.7 / 6.7

The following is a DFT calculation (ωB97M-V/def2-TZVPD) of 2 unconnected molecules or ions with the total composition CHO3PS in a non-equilibrium geometry.

Each line ends with the Mulliken charge.
Geometry (Å):
C: -0.221 1.405 -0.010  -0.428
O: 1.438 -1.498 -0.804  -0.667
O: -1.121 -1.592 -0.754  -0.652
O: 0.234 -1.524 1.470  -0.693
P: 0.153 -1.332 -0.053  0.842
S: 0.753 2.730 -0.126  -0.520
H: -1.236 1.811 0.277  0.119

Cartesian forces (eV/Å) of the 3 atoms listed first:
-0.5 -0.4 0.3
-0.1 0.4 -0.1
-1.0 0.0 -0.4

Output
Relative energy (zero: lowest compared OMol25 entry of this formula, charge and spin), eV: 0.340
Calculated total energy, Eh: -1003.9689
LUMO level, eV: 5.98
Frontier orbital gap, eV: 5.1
Net charge: -2

The following is a DFT calculation (ωB97M-V/def2-TZVPD) of 2 unconnected molecules or ions with the total composition CHO3S2 in a non-equilibrium geometry.

Each line ends with the Mulliken charge.
Geometry (Å):
C: -1.372 0.954 0.176  -0.156
O: 1.070 -1.555 0.936  -0.487
O: 2.156 0.429 -0.173  -0.531
O: 1.011 -1.131 -1.628  -0.515
S: -2.792 0.644 -0.410  -0.271
S: 1.149 -0.661 -0.227  0.761
H: -1.223 1.319 1.325  0.200

Cartesian forces (eV/Å) of the 3 atoms listed first:
1.4 0.2 3.0
0.2 0.0 -1.0
-0.7 -1.1 0.7

Output
Relative energy (zero: lowest compared OMol25 entry of this formula, charge and spin), eV: 2.670
Calculated total energy, Eh: -1060.7418
LUMO level (alpha / beta), eV: 3.22 / 2.97
Frontier orbital gap (alpha / beta), eV: 7.4 / 6.1
Net charge: -1